# C3H9NO

A cluster of 2 separate species, C3H9NO in total in a non-equilibrium geometry (wB97M-V/def2-TZVPD, OMol25).

## Properties
- SMILES = C=CCN.O
- relative energy (zero: lowest compared OMol25 entry of this formula, charge and spin) (kJ/mol) = 244.68
- HOMO level (eV) = -9.30
- electronic energy (eV) = -6792.5198
- frontier orbital gap (hartree) = 0.3737
- lowest unoccupied orbital energy (eV) = 0.865

Each atom is followed by the atoms it is bonded to, with distances in Å.
CARTESIAN COORDINATES (ANGSTROEM)
1 N 2.915 -1.536 -0.401  C2 1.531, H5 1.099, H6 0.956
2 C 1.433 -1.306 -0.092  N1 1.531, C4 1.542, H7 1.152, H8 1.112
3 C 0.635 0.279 1.653  C4 1.320, H9 1.006, H10 1.167
4 C 1.309 0.099 0.532  C2 1.542, C3 1.320, H11 1.031
5 H 3.327 -0.521 -0.489  N1 1.099
6 H 3.097 -2.067 -1.175  N1 0.956
7 H 0.936 -1.985 0.695  C2 1.152
8 H 0.759 -1.372 -0.974  C2 1.112
9 H 0.627 1.185 2.090  C3 1.006
10 H 0.003 -0.548 2.180  C3 1.167
11 H 1.904 0.732 -0.021  C4 1.031
12 H -5.617 1.758 -0.884  O14 0.962
13 H -5.359 2.681 -1.925  O14 0.959
14 O -5.969 2.600 -1.189  H12 0.962, H13 0.959

And the Mulliken charges, in e, turn out to be: atom 1 (N): -0.5523, atom 2 (C): -0.1853, atom 3 (C): -0.8594, atom 4 (C): -0.0913, atom 5 (H): 0.2135, atom 6 (H): 0.2216, atom 7 (H): 0.1922, atom 8 (H): 0.1956, atom 9 (H): 0.3236, atom 10 (H): 0.1633, atom 11 (H): 0.3785, atom 12 (H): 0.3150, atom 13 (H): 0.3140, atom 14 (O): -0.6290